[1]
Computed, not measured: a molecular structure, C24H42KO21 at a distorted geometry, with wB97M-V/def2-TZVPD.

The spin multiplicity is 1. Its relative energy (zero: lowest compared OMol25 entry of this formula, charge and spin) is 0.0 kJ/mol. Its charge is +1. For the LUMO energy, the calculation gives -2.03 eV.

Cartesian coordinates (Å):
K -0.01 -0.74 -0.61
C 4.28 -0.51 1.53
C 3.75 0.69 0.78
C 4.77 1.20 -0.20
O 4.05 1.21 -1.46
C 2.88 0.68 -1.31
O 2.14 0.38 -2.20
O 2.68 0.31 -0.07
H 5.24 -0.27 1.97
H 4.48 -1.35 0.88
H 3.58 -0.79 2.38
H 3.37 1.42 1.45
H 5.66 0.60 -0.23
H 4.95 2.24 0.06
C 2.63 3.95 -1.71
C 1.72 4.37 -0.56
C 0.29 4.83 -0.91
O -0.46 3.85 -0.24
C 0.32 2.90 0.21
O -0.14 1.81 0.58
O 1.56 3.14 0.13
H 3.59 3.66 -1.27
H 2.88 4.79 -2.41
H 2.28 3.06 -2.27
H 2.17 5.24 -0.07
H 0.20 4.77 -2.02
H 0.10 5.79 -0.51
C 0.39 0.48 6.29
C 0.05 1.13 4.96
C 1.15 1.91 4.24
O 1.52 1.09 3.18
C 0.68 0.06 3.07
O 0.69 -0.80 2.20
O -0.18 0.03 4.10
H -0.51 -0.01 6.73
H 0.82 1.16 7.02
H 1.16 -0.26 6.21
H -0.88 1.78 4.91
H 2.00 2.09 4.88
H 0.81 2.88 3.95
C 1.77 -2.70 -4.82
O 0.77 -3.72 -4.38
C -0.20 -3.38 -3.50
O -0.41 -2.07 -3.05
O -1.03 -4.41 -3.07
C -2.27 -4.00 -2.51
H 1.88 -1.87 -4.14
H 1.62 -2.20 -5.73
H 2.72 -3.21 -4.87
H -2.86 -4.91 -2.31
H -2.81 -3.26 -3.02
H -2.08 -3.67 -1.49
C -3.04 0.04 1.99
O -2.79 -0.75 0.92
C -3.45 -0.59 -0.24
O -4.73 -0.06 -0.33
O -2.76 -0.92 -1.27
C -3.30 -0.70 -2.60
H -4.05 -0.29 2.31
H -3.08 1.09 1.72
H -2.34 0.01 2.81
H -3.97 0.15 -2.57
H -3.94 -1.54 -2.79
H -2.59 -0.69 -3.40
C -3.42 3.11 -0.46
O -2.46 2.19 -0.92
C -1.94 2.32 -2.12
O -2.50 3.24 -2.99
O -1.00 1.36 -2.38
C -0.47 1.30 -3.66
H -3.46 2.97 0.59
H -4.38 2.81 -0.85
H -3.27 4.12 -0.77
H -1.31 1.28 -4.37
H 0.01 0.37 -3.80
H 0.18 2.12 -3.91
C -0.07 -5.86 -0.12
O -0.34 -5.59 1.22
C -0.75 -4.40 1.58
O -0.84 -3.25 0.67
O -1.28 -4.29 2.83
C -1.63 -3.01 3.30
H -0.83 -5.57 -0.85
H 0.29 -6.92 -0.31
H 0.79 -5.32 -0.44
H -1.13 -2.14 2.85
H -1.23 -2.96 4.33
H -2.68 -2.97 3.27

***

[2]
Computed, not measured: 4 unconnected molecules or ions with the total composition C4H18N2O3 at a distorted geometry, with wB97M-V/def2-TZVPD.

The spin multiplicity is 1. Its relative energy (zero: lowest compared OMol25 entry of this formula, charge and spin) is 189.3 kJ/mol. Its structure (SMILES) is C[C@@H](N)CCN.O.O.O. For the LUMO energy, the calculation gives 0.21 eV.

Cartesian coordinates (Å):
C -0.92 -2.11 0.10
C -1.07 -0.63 -0.07
C -0.45 0.04 1.17
C -0.13 1.54 0.90
N 0.98 1.85 -0.02
N -2.56 -0.24 -0.03
H -0.01 -2.54 -0.31
H -0.88 -2.45 1.16
H -1.66 -2.64 -0.41
H -0.84 -0.04 -0.89
H 0.48 -0.53 1.45
H -1.02 -0.12 2.09
H -1.15 1.95 0.53
H 0.18 2.00 1.83
H 0.82 2.77 -0.39
H 1.15 1.12 -0.71
H -3.05 -0.23 0.86
H -3.18 -0.86 -0.47
H 0.58 -0.07 -3.11
H -0.95 0.14 -2.37
O -0.41 -0.01 -3.11
H 2.71 0.82 1.35
H 1.82 1.92 1.95
O 2.42 1.22 2.17
H 1.76 -1.33 -1.49
H 3.12 -0.80 -1.27
O 2.27 -0.74 -0.93

***

[3]
Computed, not measured: 12 unconnected molecules or ions with the total composition C48H85Br26ClF4NO10PS at a distorted geometry, with wB97M-V/def2-TZVPD.

The spin multiplicity is 1. For the LUMO energy, the calculation gives -0.11 eV.

Cartesian coordinates (Å):
C 1.86 2.99 3.12
C 2.38 2.43 1.74
C 1.44 1.28 1.25
C 0.26 1.94 0.44
O -0.23 0.99 -0.48
C -1.51 0.43 -0.40
C -2.29 0.54 0.93
C -1.61 0.21 2.28
O -1.82 -0.75 2.93
C -2.41 1.22 -1.48
C -2.05 2.73 -1.62
C -2.64 3.67 -0.57
O -1.94 4.22 0.17
F -3.96 3.95 -0.48
O -3.81 1.16 -1.12
N -4.64 1.75 -2.08
O -5.70 1.88 -1.62
O -2.28 0.75 -2.82
S -2.77 -0.77 -3.11
O -2.00 -1.26 -4.22
O -4.16 -0.77 -3.52
C -2.48 -1.77 -1.56
O -3.62 -1.65 -0.73
C -4.75 -2.43 -1.02
C -5.99 -1.64 -0.47
O -6.36 -2.06 0.83
C -6.95 -0.98 1.58
C -6.67 -1.30 3.09
P -2.21 -3.54 -2.12
C -2.26 -4.87 -0.84
C -2.63 -4.55 0.65
C -3.15 -4.08 -3.63
C -2.07 -4.42 -4.72
C -1.23 -1.10 -0.87
Cl 0.15 -1.01 -2.08
C -0.61 -1.93 0.29
C 0.32 -3.11 -0.07
C 1.79 -2.89 0.38
F 2.36 -1.77 -0.13
Br 1.77 -2.80 2.37
C 2.73 -4.12 0.00
F 2.02 -5.26 0.17
F 3.22 -4.00 -1.23
Br 4.19 -4.20 1.32
H 0.90 2.46 3.33
H 1.66 4.07 3.01
H 2.62 2.77 3.88
H 3.43 2.07 1.79
H 2.40 3.27 1.02
H 1.09 0.63 2.06
H 2.02 0.74 0.47
H -0.44 2.46 1.11
H 0.76 2.75 -0.14
H -2.61 1.60 1.04
H -3.25 -0.02 0.96
H -0.91 0.97 2.71
H -2.47 3.05 -2.60
H -0.98 2.94 -1.70
H -4.81 -3.41 -0.50
H -4.98 -2.62 -2.08
H -6.84 -1.80 -1.18
H -5.71 -0.57 -0.55
H -6.50 0.00 1.34
H -8.03 -0.97 1.34
H -5.87 -0.63 3.44
H -7.59 -1.13 3.66
H -6.34 -2.35 3.15
H -2.96 -5.65 -1.19
H -1.28 -5.37 -0.84
H -3.43 -5.25 0.96
H -3.02 -3.54 0.85
H -1.81 -4.73 1.37
H -3.83 -3.30 -4.03
H -3.69 -5.03 -3.44
H -1.74 -5.47 -4.56
H -2.52 -4.33 -5.73
H -1.19 -3.76 -4.63
H 0.03 -1.20 0.83
H -1.40 -2.17 1.03
H 0.28 -3.49 -1.10
H 0.00 -3.96 0.56
Br 1.62 3.98 6.30
C 3.08 3.03 7.17
C 4.23 3.95 7.48
Br 5.26 4.36 5.88
H 3.36 2.20 6.51
H 2.65 2.63 8.09
H 4.93 3.47 8.15
H 3.91 4.90 7.90
Br -2.38 5.16 -4.32
C -2.09 6.45 -2.89
C -0.69 7.00 -2.93
Br 0.61 5.72 -2.23
H -2.32 5.94 -1.96
H -2.81 7.24 -3.07
H -0.60 7.87 -2.28
H -0.36 7.26 -3.93
Br 2.42 2.40 -3.30
C 4.23 2.75 -2.66
C 4.25 2.92 -1.17
Br 3.57 4.67 -0.64
H 4.60 3.62 -3.20
H 4.81 1.87 -2.95
H 5.27 2.89 -0.79
H 3.65 2.18 -0.64
Br -7.15 -1.95 -8.17
C -5.96 -1.95 -6.62
C -4.66 -1.25 -6.92
Br -3.48 -2.37 -8.00
H -5.83 -2.99 -6.32
H -6.51 -1.42 -5.85
H -4.11 -1.06 -6.00
H -4.79 -0.32 -7.47
Br 8.75 4.05 7.38
C 8.42 5.55 8.58
C 8.21 5.10 10.00
Br 6.45 4.33 10.26
H 7.57 6.09 8.17
H 9.31 6.17 8.50
H 8.26 5.95 10.68
H 8.93 4.35 10.32
Br -1.79 9.13 -6.09
C 0.00 9.85 -6.38
C 0.84 8.91 -7.21
Br 1.47 7.41 -6.15
H 0.42 10.06 -5.40
H -0.16 10.79 -6.91
H 1.75 9.42 -7.55
H 0.31 8.50 -8.06
Br 1.62 -2.49 -9.64
C 0.33 -1.04 -9.49
C -0.74 -1.14 -10.54
Br -0.09 -0.56 -12.28
H 0.89 -0.11 -9.54
H -0.10 -1.14 -8.49
H -1.57 -0.47 -10.31
H -1.12 -2.15 -10.67
Br 1.24 -0.83 8.50
C -0.28 -0.53 7.32
C 0.03 -0.91 5.89
Br 1.15 0.43 5.04
H -0.56 0.52 7.42
H -1.08 -1.16 7.71
H -0.87 -0.95 5.29
H 0.56 -1.86 5.81
Br 3.50 -6.53 -6.56
C 3.65 -6.22 -4.64
C 2.41 -6.67 -3.92
Br 0.95 -5.40 -4.15
H 3.87 -5.17 -4.50
H 4.51 -6.81 -4.33
H 2.59 -6.71 -2.84
H 2.04 -7.64 -4.26
Br -4.13 -8.37 0.37
C -5.61 -8.07 -0.86
C -5.25 -8.51 -2.26
Br -4.07 -7.22 -3.13
H -5.86 -7.01 -0.80
H -6.43 -8.66 -0.47
H -6.14 -8.55 -2.89
H -4.75 -9.47 -2.29
Br 8.76 -3.91 -2.42
C 9.06 -3.64 -0.51
C 7.85 -4.06 0.30
Br 6.43 -2.74 0.19
H 9.32 -2.59 -0.38
H 9.92 -4.26 -0.27
H 8.11 -4.12 1.35
H 7.43 -5.00 -0.03
Br 2.29 4.87 11.62
C 3.20 3.66 12.85
C 3.32 4.26 14.22
Br 4.73 5.60 14.29
H 4.16 3.41 12.40
H 2.57 2.76 12.88
H 3.62 3.50 14.94
H 2.41 4.74 14.56

***

[4]
Computed, not measured: C5H11NO2 in the gas phase at a distorted geometry, with wB97M-V/def2-TZVPD.

The spin multiplicity is 1. Its relative energy (zero: lowest compared OMol25 entry of this formula, charge and spin) is 250.2 kJ/mol. Its structure (SMILES) is CC[C@H](CO)NC=O. For the LUMO energy, the calculation gives 0.75 eV.

Cartesian coordinates (Å):
C -0.46 -2.29 -0.80
N -1.07 -1.18 -0.40
C -0.51 2.20 -0.75
C 0.33 0.94 -0.59
C -0.24 -0.09 0.39
C 0.82 -0.82 1.20
O 1.06 -0.08 2.36
O 0.70 -2.43 -1.04
H -1.25 -3.07 -1.01
H -1.97 -0.77 -0.60
H -0.84 2.50 0.24
H 0.03 3.14 -1.32
H -1.38 2.00 -1.43
H 0.64 0.50 -1.51
H 1.39 1.37 -0.34
H -0.93 0.36 1.04
H 0.48 -1.79 1.66
H 1.85 -1.19 0.80
H 1.36 0.72 2.11

***

Copy entry 4 word for word.
Computed, not measured: C5H11NO2 in the gas phase at a distorted geometry, with wB97M-V/def2-TZVPD.

The spin multiplicity is 1. Its relative energy (zero: lowest compared OMol25 entry of this formula, charge and spin) is 250.2 kJ/mol. Its structure (SMILES) is CC[C@H](CO)NC=O. For the LUMO energy, the calculation gives 0.75 eV.

Cartesian coordinates (Å):
C -0.46 -2.29 -0.80
N -1.07 -1.18 -0.40
C -0.51 2.20 -0.75
C 0.33 0.94 -0.59
C -0.24 -0.09 0.39
C 0.82 -0.82 1.20
O 1.06 -0.08 2.36
O 0.70 -2.43 -1.04
H -1.25 -3.07 -1.01
H -1.97 -0.77 -0.60
H -0.84 2.50 0.24
H 0.03 3.14 -1.32
H -1.38 2.00 -1.43
H 0.64 0.50 -1.51
H 1.39 1.37 -0.34
H -0.93 0.36 1.04
H 0.48 -1.79 1.66
H 1.85 -1.19 0.80
H 1.36 0.72 2.11